C55H57BN12O2STeTi as an isolated structure at a distorted geometry, computed with ωB97M-V/def2-TZVPD.

Values from the calculation:
Highest occupied orbital energy (spin up / spin down) ... -6.6 / -6.6 eV
HOMO-LUMO gap (spin up / spin down) ... 0.2245 / 0.2243 Eh
LUMO energy (spin up / spin down) ... -0.493 / -0.497 eV
DFT total energy ... -121860.173 eV

Geometry (Å):
Ti 1.76 -0.73 -0.56
C 6.04 -0.26 -1.41
C 4.80 0.36 -1.19
N 3.81 -0.48 -1.46
N 4.38 -1.65 -1.88
C 5.72 -1.53 -1.84
B 3.46 -2.89 -2.16
N 3.02 -3.37 -0.75
C 3.20 -4.57 -0.17
C 3.14 -4.41 1.20
C 2.91 -3.05 1.39
N 2.83 -2.42 0.22
N 2.26 -2.36 -2.99
C 2.15 -2.42 -4.33
C 1.30 -1.40 -4.74
C 0.94 -0.75 -3.57
N 1.50 -1.34 -2.52
N 4.15 -3.96 -2.98
C 5.04 -3.79 -4.00
C 5.12 -4.97 -4.69
C 4.22 -5.83 -4.02
N 3.64 -5.21 -3.01
H 7.02 0.17 -1.28
H 4.59 1.36 -0.85
H 6.36 -2.35 -2.10
H 3.34 -5.44 -0.78
H 3.26 -5.17 1.95
H 2.80 -2.51 2.31
H 2.66 -3.17 -4.91
H 1.01 -1.16 -5.74
H 0.32 0.12 -3.46
H 5.53 -2.85 -4.18
H 5.74 -5.20 -5.54
H 3.97 -6.85 -4.25
C 2.09 4.96 6.88
C 2.65 3.89 5.95
C 2.02 2.53 6.26
N 2.46 1.47 5.36
C 1.73 0.68 4.59
S 2.30 -0.80 4.05
N 0.43 1.03 4.26
C -0.06 2.29 3.92
O 0.66 3.24 3.70
C -1.55 2.34 3.84
C -2.14 3.20 2.93
C -3.52 3.23 2.80
C -4.31 2.40 3.60
C -3.72 1.55 4.53
C -2.34 1.52 4.65
H 2.58 5.92 6.71
H 2.24 4.69 7.93
H 1.02 5.09 6.72
H 3.73 3.81 6.08
H 2.44 4.14 4.92
H 0.93 2.61 6.20
H 2.27 2.24 7.29
H 3.40 1.13 5.50
H -0.11 0.25 3.91
H -1.51 3.81 2.29
H -3.99 3.87 2.07
H -5.39 2.42 3.49
H -4.33 0.90 5.14
H -1.88 0.86 5.38
N -4.20 -2.00 3.94
C -3.25 -1.83 3.31
C -2.06 -1.59 2.54
C -1.20 -2.62 2.19
C -0.12 -2.37 1.36
C 0.20 -1.09 0.87
C -0.63 -0.06 1.35
C -1.76 -0.29 2.13
H -1.40 -3.62 2.55
H 0.49 -3.22 1.09
H -0.39 0.98 1.16
H -2.41 0.52 2.41
C -3.65 2.30 -7.48
C -3.17 1.94 -6.10
C -2.87 2.89 -5.14
C -2.46 2.56 -3.85
C -2.15 3.67 -2.89
C -2.33 1.20 -3.50
Te -1.67 0.76 -1.49
N 1.04 0.87 -1.01
C 0.98 2.10 -0.45
O 0.13 2.95 -0.71
C 2.02 2.41 0.59
C 2.26 3.74 0.91
C 3.21 4.07 1.86
C 3.93 3.07 2.50
C 3.68 1.73 2.20
C 2.72 1.41 1.25
C -3.09 -0.85 -1.06
C -4.35 -0.40 -0.59
C -4.80 1.04 -0.71
C -5.23 -1.30 0.01
C -4.91 -2.64 0.16
C -5.84 -3.59 0.88
C -3.70 -3.08 -0.34
C -2.78 -2.22 -0.95
C -1.52 -2.86 -1.47
C -2.61 0.22 -4.47
C -2.47 -1.25 -4.20
C -3.02 0.60 -5.74
H -3.35 3.32 -7.75
H -4.74 2.24 -7.53
H -3.25 1.61 -8.22
H -2.96 3.95 -5.40
H -2.57 4.62 -3.22
H -1.07 3.79 -2.77
H -2.54 3.44 -1.89
H 1.67 4.50 0.41
H 3.41 5.11 2.10
H 4.67 3.32 3.24
H 4.22 0.95 2.71
H 2.50 0.35 1.08
H -4.39 1.65 0.11
H -5.89 1.09 -0.65
H -4.48 1.48 -1.65
H -6.18 -0.93 0.37
H -6.83 -3.15 1.01
H -5.44 -3.82 1.87
H -5.94 -4.53 0.33
H -3.43 -4.13 -0.25
H -1.21 -3.67 -0.81
H -0.71 -2.14 -1.52
H -1.68 -3.29 -2.46
H -1.73 -1.41 -3.42
H -2.15 -1.78 -5.10
H -3.42 -1.68 -3.86
H -3.24 -0.17 -6.47

These are the Mulliken partial charges, in e, on atoms 1 to 8: atom 1 (Ti): -2.44, atom 2 (C): -1.68, atom 3 (C): -0.15, atom 4 (N): -0.07, atom 5 (N): 0.50, atom 6 (C): 0.02, atom 7 (B): 0.85, atom 8 (N): 0.14